No. 1
# C21H19N5O3S

An isolated molecule of C21H19N5O3S (wB97M-V/def2-TZVPD, the OMol25 dataset).

The energy above the lowest of the compared OMol25 structures with the same formula, charge and spin comes out at 0.0 kcal/mol. The value obtained for the LUMO energy is 0.30 eV. As for the highest occupied orbital energy: -8.68 eV. For the gap between HOMO and LUMO, the calculation gives 8.98 eV.

Last column: natural (NBO) charge in e.
Atoms and positions in Å:
C -0.481 6.963 -0.717  -0.255
O -0.523 5.808 -1.523  -0.482
C -0.188 4.616 -0.977  0.318
C 0.189 4.422 0.349  -0.303
C 0.512 3.154 0.799  -0.203
C 0.456 2.070 -0.063  0.154
N 0.781 0.780 0.405  -0.396
C 0.241 0.085 1.455  0.343
C -0.870 0.568 2.317  -0.486
C -1.963 -0.459 2.482  0.283
C -3.267 -0.118 2.559  -0.405
C -4.281 -1.131 2.772  0.644
O -5.473 -0.940 2.862  -0.595
N -3.762 -2.420 2.873  -0.637
C -2.446 -2.806 2.776  0.789
O -2.085 -3.953 2.847  -0.609
N -1.570 -1.756 2.599  -0.627
N 0.828 -1.074 1.562  -0.319
N 1.762 -1.179 0.605  -0.321
C 1.735 -0.076 -0.090  0.177
S 2.768 0.341 -1.413  0.267
C 3.629 -1.272 -1.623  -0.538
C 2.801 -2.216 -2.430  0.037
C 2.785 -2.122 -3.818  -0.238
C 2.004 -2.982 -4.568  -0.208
C 1.228 -3.941 -3.938  -0.216
C 1.234 -4.035 -2.557  -0.193
C 2.016 -3.177 -1.804  -0.238
C 0.080 2.255 -1.390  -0.210
C -0.237 3.516 -1.839  -0.230
H 0.527 7.149 -0.334  0.179
H -0.776 7.785 -1.366  0.207
H -1.183 6.894 0.120  0.179
H 0.243 5.248 1.040  0.227
H 0.823 3.013 1.824  0.222
H -0.472 0.791 3.313  0.253
H -1.288 1.487 1.903  0.252
H -3.599 0.901 2.475  0.233
H -4.434 -3.166 3.017  0.429
H -0.578 -1.968 2.442  0.462
H 4.561 -1.015 -2.126  0.235
H 3.818 -1.645 -0.619  0.258
H 3.387 -1.369 -4.308  0.206
H 2.002 -2.904 -5.645  0.213
H 0.618 -4.612 -4.524  0.213
H 0.627 -4.778 -2.061  0.216
H 2.015 -3.239 -0.726  0.239
H 0.038 1.410 -2.059  0.239
H -0.530 3.681 -2.863  0.232


No. 2
# C2H11NO2S2

A cluster of 3 separate species, C2H11NO2S2 in total (wB97M-V/def2-TZVPD, the OMol25 dataset).

The energy above the lowest of the compared OMol25 structures with the same formula, charge and spin comes out at 50.5 kcal/mol. The value obtained for the LUMO energy is 0.48 eV. As for the highest occupied orbital energy: -8.04 eV. For the gap between HOMO and LUMO, the calculation gives 8.53 eV.

Last column: natural (NBO) charge in e.
Atoms and positions in Å:
N -1.230 -0.013 -0.799  -0.846
C -1.665 -0.560 0.486  -0.241
C -0.659 -0.718 1.582  -0.489
S -0.269 0.714 2.715  0.004
S 1.643 1.348 2.940  -0.130
H -1.229 -0.829 -1.537  0.367
H -1.594 0.727 -1.169  0.350
H -2.492 0.097 0.916  0.185
H -2.247 -1.368 0.297  0.201
H -1.148 -1.387 2.334  0.231
H 0.322 -0.900 1.218  0.236
H 2.376 0.238 2.622  0.134
O 1.339 2.066 -2.079  -0.937
H 1.653 2.789 -1.509  0.468
H 0.435 2.037 -1.755  0.467
O 1.368 -1.814 -2.015  -0.935
H 1.140 -0.939 -2.440  0.470
H 2.257 -1.487 -1.806  0.464


No. 3
# C18H27ClN2OsS

A structure of composition C18H27ClN2OsS (wB97M-V/def2-TZVPD, the OMol25 dataset).

The value obtained for the LUMO energy (spin up / spin down) is 4.89 / 4.83 eV. As for the highest occupied orbital energy (spin up / spin down): 2.49 / 0.71 eV. As for the total charge: -2. Its spin multiplicity is 5. For the gap between HOMO and LUMO (spin up / spin down), the calculation gives 2.40 / 4.12 eV.

Last column: natural (NBO) charge in e.
Atoms and positions in Å:
Os 0.350 -0.822 0.779  0.423
Cl 0.794 -2.883 -0.486  -0.636
C 1.452 0.443 2.407  -0.323
C 2.219 1.515 1.876  -0.204
C 2.839 2.565 2.594  -0.277
C 2.698 2.643 3.980  -0.110
C 2.181 1.499 4.592  -0.257
C 1.544 0.413 3.841  -0.260
H 2.394 1.393 0.811  0.177
H 3.429 3.355 2.128  0.172
H 2.293 1.435 5.677  0.171
H 1.172 -0.467 4.375  0.217
C 3.150 3.875 4.792  -0.616
H 3.431 3.696 5.864  0.192
H 2.367 4.679 4.877  0.191
H 4.004 4.496 4.362  0.188
C -2.337 -0.483 -2.528  -0.099
N -2.100 -0.516 -1.197  -0.427
H -1.008 -0.506 -4.233  0.203
N -0.193 -0.430 -2.241  -0.427
H -3.322 -0.580 -2.887  0.194
C -3.155 -0.901 -0.260  0.134
C -4.520 -0.421 -0.763  -0.604
C -3.419 -2.427 -0.202  -0.618
H -4.818 -0.958 -1.663  0.178
H -5.306 -0.652 -0.033  0.207
H -4.590 0.638 -0.994  0.201
H -3.815 -0.475 1.777  0.174
H -2.745 0.775 0.991  0.200
H -2.508 -3.029 -0.087  0.256
C -2.921 -0.302 1.117  -0.673
H -3.951 -2.716 -1.135  0.172
H -4.117 -2.621 0.644  0.199
H -2.023 -0.746 1.641  0.270
C -1.188 -0.438 -3.182  -0.114
C 1.529 -2.086 -2.908  -0.669
H 0.848 -2.531 -3.630  0.171
H 2.577 -2.219 -3.188  0.171
C 1.209 -0.622 -2.728  0.127
H 3.212 -0.153 -2.130  0.191
C 1.413 -0.110 -4.132  -0.600
H 1.204 0.941 -4.236  0.188
H 1.408 -2.637 -1.962  0.254
H 2.024 -0.101 -0.774  0.223
H 0.831 -0.646 -4.859  0.190
H 2.453 -0.267 -4.413  0.209
C 2.175 0.110 -1.846  -0.615
H 2.027 1.186 -2.010  0.191
C -0.738 -0.496 -0.960  0.126
S -0.454 -1.418 2.542  -0.634


No. 4
# C2H6NO2

A cluster of 2 separate species, C2H6NO2 in total (wB97M-V/def2-TZVPD, the OMol25 dataset).

The energy above the lowest of the compared OMol25 structures with the same formula, charge and spin comes out at 16.2 kcal/mol. The value obtained for the LUMO energy is 4.60 eV. As for the highest occupied orbital energy: -3.95 eV. As for the total charge: -1. For the gap between HOMO and LUMO, the calculation gives 8.55 eV.

Last column: natural (NBO) charge in e.
Atoms and positions in Å:
O -1.577 0.136 0.845  -0.802
C -0.978 1.178 1.275  0.625
O 0.247 1.359 1.438  -0.772
H -1.676 1.997 1.570  0.007
C 0.551 -0.507 -1.282  -0.416
N 0.607 -1.282 -0.022  -0.901
H 0.548 0.614 -1.061  0.180
H -0.334 -0.779 -1.877  0.175
H 1.412 -0.783 -1.881  0.155
H 1.436 -1.015 0.515  0.339
H -0.236 -0.919 0.479  0.411


No. 5
# F3HNP

A cluster of 2 separate species, F3HNP in total (wB97M-V/def2-TZVPD, the OMol25 dataset).

The energy above the lowest of the compared OMol25 structures with the same formula, charge and spin comes out at 126.0 kcal/mol. The value obtained for the LUMO energy (spin up / spin down) is -3.89 / -3.88 eV. As for the highest occupied orbital energy (spin up / spin down): -11.49 / -11.48 eV. For the gap between HOMO and LUMO (spin up / spin down), the calculation gives 7.60 / 7.60 eV.

Last column: natural (NBO) charge in e.
Atoms and positions in Å:
N -0.662 0.133 0.298  -0.740
F -2.230 0.961 -0.731  -0.382
F 1.817 0.890 0.576  -0.549
F 1.452 -0.862 -0.870  -0.542
P 0.846 -0.421 0.451  1.817
H -1.223 -0.701 0.276  0.396


No. 6
# C4H10N3

A structure of composition C4H10N3 (wB97M-V/def2-TZVPD, the OMol25 dataset).

The energy above the lowest of the compared OMol25 structures with the same formula, charge and spin comes out at 102.5 kcal/mol. The value obtained for the LUMO energy (spin up / spin down) is -3.34 / -7.98 eV. As for the highest occupied orbital energy (spin up / spin down): -11.19 / -14.60 eV. As for the total charge: +1. Its spin multiplicity is 3. For the gap between HOMO and LUMO (spin up / spin down), the calculation gives 7.85 / 6.62 eV.

Last column: natural (NBO) charge in e.
Atoms and positions in Å:
C -0.078 1.986 0.558  -0.102
C 0.376 0.702 0.129  0.516
C 2.327 -0.701 -0.272  -0.458
C -2.257 -0.131 0.132  -0.436
N 0.393 1.885 -0.636  -0.187
N 1.310 -0.150 0.574  -0.557
N -1.021 -0.550 -0.502  -0.672
H -0.390 2.704 1.300  0.282
H 3.297 -0.194 -0.406  0.249
H 2.561 -1.804 0.037  0.245
H 2.058 -0.768 -1.416  0.226
H -2.080 0.316 1.065  0.211
H -2.646 0.573 -0.684  0.229
H -3.023 -0.929 0.288  0.232
H 1.057 -0.725 1.354  0.422
H -1.131 -0.799 -1.477  0.418
H -0.752 -1.416 -0.044  0.381


| no. | largest force on an atom (eV Å⁻¹) | M (g/mol) |
| --- | --- | --- |
| 1 | 1.04 | 421.5 |
| 2 | 8.96 | 145.2 |
| 3 | 6.64 | 529.2 |
| 4 | 1.34 | 76.1 |
| 5 | 3.64 | 103.0 |
| 6 | 5.08 | 100.1 |